Formula: C5H8O
Source: the OMol25 dataset
Level of theory: ωB97M-V/def2-TZVPD

As for the spin multiplicity: 1. As for the total charge: 0. As for the HOMO-LUMO gap: 0.3579 hartree.

Last column: Löwdin charge in e.
Atoms and positions in Å:
C -1.975 -0.171 -0.466  -0.04
C -0.712 -0.172 0.328  -0.38
O 0.286 -0.997 -0.282  -0.03
C 0.232 1.042 0.250  -0.03
C 1.243 -0.034 -0.012  -0.37
C 2.481 -0.474 0.082  0.07
H -1.746 0.088 -1.504  0.09
H -2.441 -1.161 -0.443  0.09
H -2.650 0.569 -0.036  0.09
H -0.858 -0.493 1.367  0.15
H 2.340 -1.520 -0.148  0.07
H 0.037 1.652 -0.639  0.12
H 0.360 1.655 1.139  0.11
H 3.403 0.016 0.365  0.06

Formula: C5H8O
Source: the OMol25 dataset
Level of theory: ωB97M-V/def2-TZVPD

As for the spin multiplicity: 1. The structure (SMILES) is C1=CCOCC1. As for the total charge: 0. As for the HOMO-LUMO gap: 0.3850 hartree.

Last column: Löwdin charge in e.
Atoms and positions in Å:
C -0.146 1.314 0.144  -0.10
C 1.082 0.788 0.165  -0.09
C 1.344 -0.696 0.241  -0.22
O 0.167 -1.462 0.356  -0.13
C -0.839 -0.894 -0.457  -0.23
C -1.349 0.379 0.210  -0.16
H -0.259 2.388 -0.001  0.10
H 1.971 1.406 0.060  0.10
H 1.982 -0.940 1.099  0.13
H 1.880 -1.009 -0.673  0.13
H -1.556 -1.676 -0.709  0.12
H -0.397 -0.532 -1.391  0.12
H -2.249 0.745 -0.299  0.11
H -1.632 0.190 1.254  0.12

Formula: C5H8O
Source: the OMol25 dataset
Level of theory: ωB97M-V/def2-TZVPD

As for the spin multiplicity: 1. The structure (SMILES) is C1=CCOCC1. As for the total charge: 0. As for the HOMO-LUMO gap: 0.3766 hartree.

Last column: Löwdin charge in e.
Atoms and positions in Å:
C 1.314 -0.342 -0.279  -0.09
C 0.422 -0.714 -1.194  -0.08
C -1.020 -0.634 -0.763  -0.25
O -1.157 -0.291 0.568  -0.22
C -0.662 0.997 0.864  -0.13
C 0.859 0.297 1.072  -0.11
H 2.390 -0.445 -0.479  0.10
H 0.660 -1.061 -2.207  0.11
H -1.502 -1.610 -0.801  0.13
H -1.585 0.116 -1.328  0.12
H -1.577 1.455 1.384  0.14
H -0.591 1.699 0.001  0.11
H 1.570 1.055 1.336  0.07
H 0.880 -0.522 1.827  0.11

Formula: C5H8O
Source: the OMol25 dataset
Level of theory: ωB97M-V/def2-TZVPD

As for the spin multiplicity: 1. As for the total charge: 0. As for the HOMO-LUMO gap: 0.3994 hartree.

Last column: Löwdin charge in e.
Atoms and positions in Å:
C -0.251 -1.304 0.211  -0.07
C 0.601 -0.257 0.926  -0.29
C 1.055 0.661 -0.222  -0.12
C -0.349 0.889 -0.859  -0.11
C -1.122 -0.062 0.081  -0.29
O -0.631 0.375 1.382  -0.07
H 0.095 -1.795 -0.703  0.12
H -0.706 -2.004 0.914  0.12
H 1.298 -0.504 1.728  0.14
H 1.528 1.575 0.145  0.11
H 1.749 0.148 -0.896  0.11
H -0.665 1.934 -0.769  0.11
H -0.419 0.600 -1.911  0.11
H -2.187 -0.259 -0.007  0.14

Formula: C5H8O
Source: the OMol25 dataset
Level of theory: ωB97M-V/def2-TZVPD

As for the spin multiplicity: 1. The structure (SMILES) is CC#C[C@@H](C)O. As for the total charge: 0. As for the HOMO-LUMO gap: 0.3798 hartree.

Last column: Löwdin charge in e.
Atoms and positions in Å:
C -0.758 2.161 -1.531  -0.10
C -0.378 0.916 -0.892  -0.08
C -0.095 -0.178 -0.471  0.00
C 0.607 -1.183 0.330  -0.47
C 0.421 -0.799 1.790  -0.05
O 0.183 -2.522 0.163  -0.03
H -0.856 2.994 -0.828  0.08
H -1.730 1.989 -1.991  0.08
H -0.023 2.433 -2.295  0.08
H 1.666 -1.081 0.049  0.14
H -0.633 -0.919 2.055  0.09
H 1.035 -1.430 2.435  0.08
H 0.701 0.248 1.925  0.08
H -0.140 -2.628 -0.739  0.09

Formula: C5H8O
Source: the OMol25 dataset
Level of theory: ωB97M-V/def2-TZVPD

As for the spin multiplicity: 1. The structure (SMILES) is C[C@H]1C[C@H]1C=O. As for the total charge: 0. As for the HOMO-LUMO gap: 0.3816 hartree.

Last column: Löwdin charge in e.
Atoms and positions in Å:
C 0.922 0.312 -1.595  -0.06
C 0.836 -0.422 -0.261  -0.24
C 0.392 0.334 1.006  -0.10
C -0.464 -0.779 0.404  -0.22
C -1.727 -0.065 0.741  -0.31
O -2.560 0.451 0.042  0.05
H 0.185 1.117 -1.674  0.08
H 1.915 0.734 -1.785  0.08
H 0.712 -0.398 -2.405  0.08
H 1.547 -1.246 -0.194  0.13
H 0.057 1.316 0.677  0.11
H 0.172 0.259 2.091  0.11
H -0.373 -1.678 1.015  0.13
H -1.613 0.065 1.937  0.15

Formula: C5H8O
Source: the OMol25 dataset
Level of theory: ωB97M-V/def2-TZVPD

As for the spin multiplicity: 1. The structure (SMILES) is C=C=C.CC=O. As for the total charge: 0. As for the HOMO-LUMO gap: 0.3991 hartree.

Last column: Löwdin charge in e.
Atoms and positions in Å:
C 0.670 1.669 0.465  -0.02
C 1.460 0.697 0.091  -0.19
C 2.196 -0.318 -0.270  0.01
H 0.039 2.189 -0.252  0.06
H 0.625 1.991 1.502  0.07
H 1.771 -1.320 -0.231  0.05
H 3.225 -0.193 -0.595  0.06
C -1.714 -0.445 -0.673  -0.06
C -1.062 -0.949 0.593  -0.34
O -0.332 -1.912 0.629  0.02
H -1.015 -0.527 -1.511  0.08
H -2.586 -1.072 -0.896  0.08
H -2.053 0.589 -0.562  0.07
H -1.310 -0.397 1.522  0.12

Formula: C5H8O
Source: the OMol25 dataset
Level of theory: ωB97M-V/def2-TZVPD

As for the spin multiplicity: 1. As for the total charge: 0. As for the HOMO-LUMO gap: 0.3232 hartree.

Last column: Löwdin charge in e.
Atoms and positions in Å:
C -1.820 0.063 0.629  -0.04
C -0.533 0.580 0.058  -0.44
C -0.411 1.253 -1.083  0.07
C 2.158 -0.476 -0.805  0.19
C 1.406 -0.702 0.418  -0.35
O 0.558 0.329 0.874  -0.11
H -1.747 -1.014 0.824  0.08
H -2.034 0.550 1.588  0.09
H -2.657 0.244 -0.051  0.08
H 0.554 1.613 -1.417  0.06
H -1.284 1.454 -1.696  0.07
H 2.665 -1.451 -0.978  0.02
H 2.251 -0.761 1.144  0.15
H 0.894 -1.681 0.494  0.14

Formula: C5H8O
Source: the OMol25 dataset
Level of theory: ωB97M-V/def2-TZVPD

As for the spin multiplicity: 1. The structure (SMILES) is CC#CCCO. As for the total charge: 0. As for the HOMO-LUMO gap: 0.3869 hartree.

Last column: Löwdin charge in e.
Atoms and positions in Å:
C 2.737 0.392 -0.184  -0.11
C 1.365 -0.125 -0.243  -0.08
C 0.221 -0.480 -0.392  -0.05
C -1.213 -0.735 -0.586  -0.18
C -2.057 -0.098 0.535  -0.28
O -1.589 1.173 0.909  -0.07
H 2.765 1.354 0.343  0.08
H 3.427 -0.298 0.315  0.08
H 3.104 0.570 -1.203  0.08
H -1.486 -0.289 -1.551  0.12
H -1.440 -1.808 -0.641  0.11
H -3.086 0.045 0.182  0.12
H -2.103 -0.782 1.398  0.12
H -0.646 1.081 1.116  0.07

Formula: C5H8O
Source: the OMol25 dataset
Level of theory: ωB97M-V/def2-TZVPD

As for the spin multiplicity: 1. As for the total charge: 0. As for the HOMO-LUMO gap (alpha / beta): 0.3134 / 0.2961 hartree.

Last column: Löwdin charge in e.
Atoms and positions in Å:
C 0.858 1.611 0.498  -0.06
C 0.426 0.941 -0.525  -0.16
C -0.085 -1.872 0.320  -0.22
C 0.184 1.113 -1.953  -0.13
C -0.869 -1.629 1.540  -0.07
O 0.242 -2.821 -0.311  0.09
H 1.182 2.649 0.450  0.05
H 0.939 1.169 1.479  0.03
H 0.988 0.647 -2.524  0.08
H 0.133 2.175 -2.224  0.08
H -0.754 0.638 -2.252  0.07
H -0.387 -0.856 2.132  0.06
H -1.021 -2.528 2.147  0.08
H -1.835 -1.238 1.222  0.09

Formula: C5H8O
Source: the OMol25 dataset
Level of theory: ωB97M-V/def2-TZVPD

As for the spin multiplicity: 1. The structure (SMILES) is CCC#CCO. As for the total charge: 0. As for the HOMO-LUMO gap: 0.3901 hartree.

Last column: Löwdin charge in e.
Atoms and positions in Å:
C 1.040 1.695 0.209  -0.11
C 0.615 1.051 -1.117  -0.25
C 0.249 -0.340 -0.884  -0.05
C -0.182 -1.391 -0.477  0.00
C -1.091 -2.123 0.413  -0.27
O -1.697 -1.165 1.268  -0.07
H 1.866 1.141 0.662  0.08
H 1.353 2.730 0.060  0.07
H 0.212 1.698 0.926  0.07
H -0.274 1.564 -1.503  0.12
H 1.397 1.141 -1.875  0.11
H -0.577 -2.897 0.998  0.11
H -1.899 -2.588 -0.161  0.12
H -1.012 -0.516 1.481  0.07

Formula: C5H8O
Source: the OMol25 dataset
Level of theory: ωB97M-V/def2-TZVPD

As for the spin multiplicity: 1. The structure (SMILES) is CC#C[C@@H](C)O. As for the total charge: 0. As for the HOMO-LUMO gap: 0.3864 hartree.

Last column: Löwdin charge in e.
Atoms and positions in Å:
C -0.200 1.732 2.223  -0.11
C -0.004 1.079 0.933  -0.07
C -0.025 0.405 -0.066  0.01
C -0.256 -0.564 -1.149  -0.46
C 1.026 -1.248 -1.592  -0.05
O -1.133 -1.588 -0.696  -0.04
H 0.722 2.049 2.716  0.07
H -0.682 0.988 2.863  0.08
H -0.865 2.597 2.128  0.08
H -0.708 -0.037 -2.003  0.14
H 1.493 -1.737 -0.733  0.09
H 0.792 -2.004 -2.347  0.08
H 1.722 -0.516 -2.010  0.08
H -1.882 -1.156 -0.265  0.09

Formula: C5H8O
Source: the OMol25 dataset
Level of theory: ωB97M-V/def2-TZVPD

As for the spin multiplicity: 1. The structure (SMILES) is C=C(C)C(C)=O. As for the total charge: 0. As for the HOMO-LUMO gap: 0.3835 hartree.

Last column: Löwdin charge in e.
Atoms and positions in Å:
C -0.655 0.379 -1.140  0.05
C -0.513 0.171 0.168  -0.27
C -1.427 0.721 1.110  -0.10
C 0.750 -0.784 0.791  -0.37
C 1.853 -1.097 -0.089  -0.03
O 0.729 -1.033 1.965  0.08
H -1.512 0.931 -1.381  0.05
H -0.051 0.147 -2.014  0.06
H -1.287 1.739 1.392  0.08
H -1.103 0.169 2.031  0.09
H -2.491 0.589 0.809  0.11
H 1.344 -1.025 -1.042  0.05
H 2.478 -2.055 -0.097  0.13
H 2.408 -0.218 -0.170  0.08

Formula: C5H8O
Source: the OMol25 dataset
Level of theory: ωB97M-V/def2-TZVPD

As for the spin multiplicity: 1. As for the total charge: 0. As for the HOMO-LUMO gap: 0.2978 hartree.

Last column: Löwdin charge in e.
Atoms and positions in Å:
C -0.620 1.335 0.036  -0.05
C -0.903 -0.135 0.216  -0.23
C -0.243 -1.124 -0.739  -0.25
C 1.251 -0.831 -0.903  -0.02
O 1.455 0.148 0.532  -0.07
C 0.157 0.537 1.021  -0.25
H -0.103 1.654 -0.866  0.11
H -1.336 2.047 0.435  0.11
H -1.833 -0.423 0.700  0.14
H -0.719 -1.094 -1.731  0.11
H -0.419 -2.132 -0.336  0.09
H 1.348 0.020 -1.597  0.02
H 1.825 -0.542 1.099  0.14
H 0.131 0.720 2.091  0.15

Formula: C5H8O
Source: the OMol25 dataset
Level of theory: ωB97M-V/def2-TZVPD

As for the spin multiplicity: 1. As for the total charge: 0. As for the HOMO-LUMO gap: 0.3412 hartree.

Last column: Löwdin charge in e.
Atoms and positions in Å:
C -2.005 1.104 -0.174  0.00
C -1.947 -0.240 0.018  -0.20
C -0.717 -1.025 0.172  -0.26
C 1.641 -0.422 -0.270  -0.21
C 2.646 0.647 0.050  -0.10
H -1.056 1.755 0.002  0.09
H -2.974 1.596 -0.453  0.06
H -2.903 -0.793 -0.199  0.11
H -0.811 -1.526 1.244  0.16
H -0.519 -1.795 -0.638  0.13
H 2.045 -1.749 -0.809  0.23
H 2.223 2.001 0.688  0.20
H 3.810 0.333 -0.237  0.06
O 0.309 -0.026 0.203  -0.26

Formula: C5H8O
Source: the OMol25 dataset
Level of theory: ωB97M-V/def2-TZVPD

As for the spin multiplicity: 1. The structure (SMILES) is C#CC(C)(C)O. As for the total charge: 0. As for the HOMO-LUMO gap: 0.3819 hartree.

Last column: Löwdin charge in e.
Atoms and positions in Å:
C 1.641 0.490 1.592  0.15
C 1.338 0.563 0.418  -0.04
C 0.048 -0.026 -0.059  -0.65
C -0.918 1.018 -0.596  -0.04
C 0.229 -1.222 -0.976  -0.03
O -0.537 -0.609 1.139  -0.08
H 1.792 0.336 2.633  0.05
H -0.968 1.866 0.098  0.09
H -0.624 1.399 -1.577  0.09
H -1.904 0.547 -0.666  0.09
H 0.940 -1.924 -0.529  0.09
H 0.587 -0.936 -1.967  0.09
H -0.741 -1.719 -1.066  0.09
H -0.874 0.111 1.693  0.09

Formula: C5H8O
Source: the OMol25 dataset
Level of theory: ωB97M-V/def2-TZVPD

As for the spin multiplicity: 1. The structure (SMILES) is CCC#CCO. As for the total charge: 0. As for the HOMO-LUMO gap: 0.3817 hartree.

Last column: Löwdin charge in e.
Atoms and positions in Å:
C 1.189 1.011 -0.562  -0.04
C -0.317 1.296 -1.493  -0.14
C -1.022 0.243 -0.762  -0.10
C -0.918 -0.608 0.093  -0.03
C -0.761 -1.606 1.152  -0.27
O 0.007 -1.156 2.254  -0.06
H 1.276 -0.024 -0.870  0.04
H 2.252 1.365 -0.438  0.06
H 0.720 1.211 0.394  0.04
H -0.826 2.268 -1.362  0.09
H -0.310 1.081 -2.578  0.09
H -0.334 -2.525 0.723  0.12
H -1.754 -1.834 1.538  0.12
H 0.800 -0.724 1.912  0.08

Formula: C5H8O
Source: the OMol25 dataset
Level of theory: ωB97M-V/def2-TZVPD

As for the spin multiplicity: 1. As for the total charge: 0. As for the HOMO-LUMO gap (alpha / beta): 0.2798 / 0.2798 hartree.

Last column: Löwdin charge in e.
Atoms and positions in Å:
C -1.169 -0.455 -0.214  0.08
C -1.320 1.025 -0.387  -0.18
C 0.006 1.024 0.310  -0.15
C 1.045 0.369 -0.287  -0.04
C 1.590 -0.800 0.471  -0.36
O 0.617 -1.677 0.040  -0.25
H -1.122 -1.084 -1.093  0.11
H -1.566 -0.917 0.681  0.11
H -2.131 1.499 0.167  0.11
H -1.300 1.355 -1.427  0.12
H -0.020 1.027 1.399  0.12
H 1.150 0.337 -1.371  0.13
H 2.599 -1.109 0.152  0.11
H 1.620 -0.594 1.558  0.11

Formula: C5H8O
Source: the OMol25 dataset
Level of theory: ωB97M-V/def2-TZVPD

As for the spin multiplicity: 1. The structure (SMILES) is C=C/C=C\C=O.[H][H]. As for the total charge: 0. As for the HOMO-LUMO gap: 0.3317 hartree.

Last column: Löwdin charge in e.
Atoms and positions in Å:
C 0.072 -2.104 0.113  0.04
C 0.912 -1.157 0.529  -0.17
C 1.159 0.116 -0.155  -0.09
C 0.316 0.903 -0.852  -0.09
C -1.150 0.783 -1.009  -0.30
O -1.870 -0.109 -0.611  0.01
H -0.532 -1.979 -0.776  0.06
H -0.034 -3.035 0.660  0.06
H 1.532 -1.341 1.404  0.10
H 2.186 0.478 -0.074  0.11
H 0.724 1.811 -1.294  0.09
H -1.603 1.646 -1.540  0.11
H -1.131 1.731 1.677  0.03
H -0.823 2.393 1.804  0.04

Formula: C5H8O
Source: the OMol25 dataset
Level of theory: ωB97M-V/def2-TZVPD

As for the spin multiplicity: 1. The structure (SMILES) is C[C@H]1OC12CC2. As for the total charge: 0. As for the HOMO-LUMO gap: 0.3798 hartree.

Last column: Löwdin charge in e.
Atoms and positions in Å:
C 1.065 1.444 1.030  -0.02
C 1.133 0.250 0.102  -0.26
O 0.957 -1.042 0.684  0.04
C -0.041 -0.559 -0.136  -0.40
C -1.514 -0.558 -0.122  -0.08
C -0.873 -1.220 -1.341  -0.02
H 1.112 1.106 2.063  0.09
H 0.132 1.985 0.886  0.08
H 1.895 2.120 0.845  0.07
H 1.903 0.278 -0.665  0.14
H -2.019 0.388 -0.263  0.10
H -2.017 -1.206 0.581  0.11
H -0.870 -2.293 -1.388  0.09
H -0.862 -0.693 -2.277  0.08

Sequential ΔE to the lowest compared entry with this formula, charge and spin output: 44.81; 28.68; 68.87; 35.89; 47.49; 80.27; 55.75; 117.09; 44.76; 105.80; 56.01; 45.39; 46.35; 112.05; 171.72; 77.45; 95.65; 131.88; 63.13; 61.74 kcal per mole